The following is a quantum chemistry calculation of 19 unconnected molecules or ions with the total composition C48H146N12O19, from the OMol25 dataset.

The geometry in ORCA input format:
```
! RIJCOSX wB97M-V def2-TZVPD def2/J DEFGRID3
* xyz 0 1
O -5.66 -0.82 0.77
H -5.51 0.13 0.81
H -4.76 -1.19 0.67
O -2.89 -2.12 -2.71
H -3.05 -2.94 -3.20
H -2.33 -1.58 -3.30
O -3.68 1.45 -0.22
H -2.90 0.98 0.12
H -3.53 1.50 -1.19
O -1.01 -0.47 -3.82
H -0.38 0.00 -3.23
H -0.58 -0.49 -4.69
O 4.53 -0.16 1.14
H 5.28 0.24 0.70
H 3.87 0.55 1.23
O 2.71 1.94 1.28
H 1.87 2.28 0.93
H 3.35 2.64 1.11
O 1.00 3.36 -0.52
H 1.05 3.63 -1.46
H 0.51 4.08 -0.09
C -0.24 -5.84 -2.90
C 1.22 -6.07 -2.58
C 1.55 -5.14 -1.42
O 2.92 -5.20 -1.10
C 3.27 -4.35 -0.01
N 1.35 -7.52 -2.27
H -0.40 -4.84 -3.30
H -0.89 -5.94 -2.02
H -0.63 -6.52 -3.66
H 1.83 -5.82 -3.44
H 0.93 -5.31 -0.53
H 1.40 -4.09 -1.72
H 2.43 -4.35 0.70
H 3.34 -3.32 -0.38
H 4.26 -4.49 0.41
H 2.21 -7.55 -1.72
H 0.66 -7.78 -1.57
C 4.66 -1.85 7.46
C 3.54 -2.44 6.62
C 3.63 -2.07 5.15
O 2.40 -2.29 4.50
C 2.51 -2.10 3.10
N 3.44 -3.88 6.97
H 5.61 -2.02 6.95
H 4.73 -2.31 8.45
H 4.66 -0.77 7.60
H 2.69 -1.95 7.12
H 4.43 -2.66 4.68
H 3.98 -1.04 5.06
H 2.40 -1.01 2.99
H 1.66 -2.50 2.53
H 3.46 -2.44 2.69
H 3.16 -3.85 7.94
H 2.68 -4.30 6.46
C -2.30 2.72 -4.85
C -2.80 2.72 -3.43
C -4.06 3.52 -3.28
O -3.78 4.92 -3.43
C -4.95 5.72 -3.26
N -3.09 1.35 -3.04
H -3.06 2.49 -5.60
H -1.47 2.02 -4.94
H -1.79 3.64 -5.17
H -2.08 3.13 -2.72
H -4.45 3.43 -2.26
H -4.87 3.23 -3.96
H -5.56 5.56 -2.37
H -5.51 5.50 -4.18
H -4.49 6.71 -3.27
H -2.37 0.71 -3.35
H -4.01 0.97 -3.22
C -1.61 -3.84 0.30
C -3.00 -3.34 0.73
C -3.21 -3.56 2.22
O -3.20 -4.91 2.60
C -3.13 -5.07 3.98
N -3.10 -1.93 0.37
H -1.44 -4.89 0.57
H -0.84 -3.32 0.88
H -1.43 -3.83 -0.77
H -3.72 -3.89 0.11
H -4.15 -3.09 2.55
H -2.48 -2.92 2.73
H -2.12 -4.86 4.34
H -3.43 -6.06 4.32
H -3.79 -4.38 4.53
H -2.38 -1.38 0.86
H -2.90 -1.82 -0.62
C 4.80 -2.40 -3.01
C 5.43 -2.73 -4.36
C 6.82 -3.28 -4.18
O 7.53 -3.35 -5.42
C 8.66 -4.18 -5.32
N 4.62 -3.81 -4.94
H 3.75 -2.11 -3.12
H 5.40 -1.60 -2.58
H 4.73 -3.30 -2.41
H 5.50 -1.90 -5.07
H 6.78 -4.25 -3.67
H 7.41 -2.66 -3.49
H 9.56 -3.58 -5.14
H 8.80 -4.77 -6.23
H 8.64 -4.92 -4.51
H 5.19 -4.32 -5.61
H 3.89 -3.42 -5.53
C 1.44 -0.91 -1.15
C 0.09 -0.38 -0.80
C -0.13 -0.15 0.72
O -1.46 0.27 0.94
C -1.79 0.55 2.30
N -0.09 0.90 -1.50
H 2.21 -0.17 -0.95
H 1.50 -1.15 -2.22
H 1.73 -1.83 -0.64
H -0.65 -1.10 -1.16
H 0.63 0.55 1.08
H -0.03 -1.08 1.29
H -2.83 0.86 2.34
H -1.26 1.45 2.64
H -1.56 -0.26 3.02
H -1.06 1.18 -1.34
H 0.48 1.66 -1.12
C -0.11 -0.73 6.87
C -0.70 -1.97 6.16
C -1.05 -1.73 4.72
O -2.01 -0.70 4.58
C -3.35 -0.98 4.92
N 0.31 -3.04 6.27
H 0.18 -0.96 7.90
H -0.92 0.01 6.91
H 0.72 -0.25 6.33
H -1.55 -2.25 6.79
H -1.38 -2.64 4.22
H -0.09 -1.45 4.26
H -3.36 -1.67 5.77
H -3.96 -1.41 4.12
H -3.78 -0.02 5.21
H 0.75 -2.98 7.17
H 1.01 -2.94 5.53
C -2.66 4.97 -0.24
C -2.35 4.57 1.21
C -1.32 5.49 1.84
O -0.05 5.21 1.24
C 0.96 6.17 1.56
N -3.61 4.66 1.99
H -3.68 4.65 -0.45
H -1.98 4.48 -0.93
H -2.65 6.06 -0.29
H -2.01 3.53 1.21
H -1.22 5.30 2.92
H -1.65 6.53 1.81
H 1.05 6.35 2.64
H 0.64 7.05 1.01
H 1.93 5.83 1.19
H -3.48 4.05 2.79
H -4.31 4.21 1.42
C -4.57 2.06 2.90
C -5.63 3.03 3.42
C -6.80 3.03 2.45
O -7.59 4.16 2.75
C -8.59 4.40 1.79
N -5.93 2.64 4.79
H -3.63 2.11 3.44
H -4.37 2.34 1.87
H -5.00 1.05 2.93
H -5.16 4.01 3.45
H -7.34 2.08 2.51
H -6.40 3.11 1.43
H -9.21 3.52 1.56
H -8.07 4.82 0.93
H -9.31 5.15 2.12
H -6.91 2.86 4.96
H -5.88 1.63 4.84
C 0.69 3.27 3.34
C 0.37 2.40 4.53
C 1.05 2.91 5.80
O 2.46 3.01 5.67
C 3.16 1.82 5.35
N -1.08 2.37 4.70
H 0.33 2.86 2.40
H 1.77 3.36 3.24
H 0.12 4.19 3.35
H 0.71 1.38 4.33
H 0.85 2.26 6.66
H 0.70 3.92 6.02
H 2.88 1.48 4.35
H 2.98 1.05 6.10
H 4.20 2.11 5.21
H -1.47 2.57 5.62
H -1.39 1.41 4.61
C 1.19 -2.77 -5.45
C 1.28 -1.70 -6.53
C 1.49 -2.18 -7.97
O 2.85 -2.55 -8.05
C 3.27 -2.71 -9.40
N 0.09 -0.82 -6.49
H 2.05 -3.44 -5.51
H 0.24 -3.31 -5.44
H 1.22 -2.28 -4.47
H 2.10 -1.05 -6.23
H 1.38 -1.40 -8.73
H 0.79 -3.00 -8.22
H 4.17 -3.31 -9.36
H 3.52 -1.78 -9.91
H 2.55 -3.27 -10.01
H -0.72 -1.35 -6.81
H 0.24 -0.20 -7.28
C 3.34 4.78 -3.10
C 2.06 4.48 -3.85
C 1.87 3.01 -4.25
O 2.90 2.79 -5.21
C 2.80 1.52 -5.79
N 0.87 4.92 -3.11
H 4.17 4.38 -3.69
H 3.38 4.31 -2.11
H 3.47 5.84 -2.92
H 2.14 5.07 -4.78
H 0.93 2.91 -4.81
H 1.80 2.44 -3.32
H 1.80 1.40 -6.23
H 3.00 0.67 -5.12
H 3.51 1.47 -6.62
H 0.17 5.02 -3.84
H 0.95 5.88 -2.78
*
```

Computed properties:
LUMO: 0.24 eV
HOMO level: -8.78 eV
E_tot: -4002.7942 Ha
HOMO-LUMO gap: 9.027 eV

Löwdin population analysis, charges in e, atoms 1 to 2: -0.111, -0.019

***

The following is a quantum chemistry calculation of 3 unconnected molecules or ions with the total composition C15H22Cl2NO5PS, from the OMol25 dataset.

The geometry in ORCA input format:
```
! RIJCOSX wB97M-V def2-TZVPD def2/J DEFGRID3
* xyz 0 1
C 3.48 -1.70 1.03
C 3.40 -0.41 1.80
Cl 4.71 0.68 1.54
C 2.41 -0.10 2.64
Cl 2.45 1.43 3.48
C 1.21 -0.94 2.98
N 1.37 -2.39 3.10
C 0.67 -2.98 2.02
O 0.66 -4.15 1.74
C -0.07 -1.91 1.19
C -0.12 -0.76 2.22
P -0.66 0.90 1.64
S -0.89 0.91 -0.29
H 4.49 -1.79 0.65
H 2.84 -1.66 0.16
H 3.30 -2.57 1.65
H 0.98 -0.59 3.99
H 1.00 -2.74 3.97
H 0.52 -1.63 0.33
H -1.10 -2.15 0.97
H -0.85 -1.10 2.96
H -1.93 1.09 2.23
H 0.21 1.90 2.09
O -3.17 -0.91 0.09
C -3.60 -1.61 -0.77
O -3.23 -1.48 -2.07
C -3.98 -2.38 -2.90
C -4.46 -3.48 -1.96
C -4.63 -2.72 -0.65
H -4.80 -1.83 -3.35
H -3.33 -2.76 -3.69
H -5.36 -3.98 -2.31
H -3.68 -4.24 -1.84
H -5.62 -2.26 -0.56
H -4.43 -3.33 0.23
O 2.78 4.86 -4.45
C 2.29 4.61 -3.39
O 1.55 3.50 -3.17
C 1.01 3.52 -1.83
C 1.93 4.44 -1.04
C 2.37 5.44 -2.12
H -0.02 3.89 -1.87
H 0.99 2.51 -1.43
H 1.45 4.90 -0.18
H 2.80 3.88 -0.69
H 1.67 6.27 -2.21
H 3.38 5.80 -1.96
*
```

Computed properties:
LUMO: 0.24 eV
SMILES: C/C(Cl)=C(/Cl)[C@@H]1NC(=O)C[C@@H]1[PH2]=S.O=C1CCCO1.O=C1CCCO1
HOMO level: -8.25 eV
E_tot: -2675.6471 Ha
HOMO-LUMO gap: 8.491 eV

Löwdin population analysis, charges in e, atoms 1 to 2: -0.088, -0.716

***

The following is a quantum chemistry calculation of C3H8N2O in the gas phase, from the OMol25 dataset.

The geometry in ORCA input format:
```
! RIJCOSX wB97M-V def2-TZVPD def2/J DEFGRID3
* xyz 0 1
C 0.98 0.98 -0.67
N -0.17 0.14 -0.33
C -0.32 -0.53 0.87
N -1.08 -0.19 -1.37
C 0.45 -0.51 1.95
O -1.46 -1.31 0.92
H -1.80 -1.11 0.02
H -0.59 -0.74 -2.08
H -1.40 0.66 -1.84
H 1.57 1.28 0.20
H 1.64 0.46 -1.37
H 0.64 1.90 -1.15
H 0.17 -1.09 2.83
H 1.36 0.07 2.02
*
```

Computed properties:
LUMO: 0.66 eV
SMILES: C=C(O)N(C)N
HOMO level: -7.60 eV
E_tot: -303.7957 Ha
HOMO-LUMO gap: 8.255 eV

Löwdin population analysis, charges in e, atoms 1 to 2: -0.040, -0.207

***

The following is a quantum chemistry calculation of C7H12O2 in the gas phase, from the OMol25 dataset.

The geometry in ORCA input format:
```
! RIJCOSX wB97M-V def2-TZVPD def2/J DEFGRID3
* xyz 0 3
C 0.70 1.47 -0.19
C 1.00 0.20 -0.54
C -1.26 -0.37 1.84
C -0.54 -1.29 1.00
C 0.58 2.52 -1.27
C -1.20 -2.26 0.05
C 1.21 -0.90 0.48
O -0.60 -1.47 2.40
O 1.90 -1.94 -0.03
H 0.63 1.83 0.83
H 0.94 -0.10 -1.51
H -1.06 0.63 2.26
H -2.34 -0.51 1.72
H -0.49 2.73 -1.58
H 1.33 2.41 -2.08
H 0.79 3.58 -1.02
H -1.00 -3.33 0.43
H -0.99 -2.00 -1.00
H -2.32 -2.18 0.13
H 1.51 -0.42 1.48
H 1.87 -2.86 0.42
*
```

Computed properties:
LUMO (alpha / beta): 0.77 / -1.70 eV
HOMO level (alpha / beta): -5.00 / -9.48 eV
E_tot: -424.1180 Ha
<S²>: 2.0098
HOMO-LUMO gap (alpha / beta): 5.774 / 7.779 eV

Löwdin population analysis, charges in e, atoms 1 to 2: -0.169, -0.097

***

The following is a quantum chemistry calculation of 2 unconnected molecules or ions with the total composition C3H10NO, from the OMol25 dataset.

The geometry in ORCA input format:
```
! RIJCOSX wB97M-V def2-TZVPD def2/J DEFGRID3
* xyz 1 1
C -0.36 -0.36 -2.11
C -0.57 -0.65 -0.63
C 1.54 -0.63 0.53
N 0.44 -0.05 0.25
H -0.35 0.72 -2.28
H 0.52 -0.87 -2.47
H -1.24 -0.75 -2.62
H -1.57 -0.41 -0.27
H -0.51 -1.74 -0.52
H 2.24 -0.01 1.08
H 1.71 -1.70 0.43
H 0.20 0.73 0.88
H -0.56 1.50 3.24
H -0.93 2.57 2.22
O -0.55 1.67 2.28
*
```

Computed properties:
LUMO: -5.04 eV
HOMO level: -16.34 eV
E_tot: -250.0260 Ha
HOMO-LUMO gap: 11.296 eV

Löwdin population analysis, charges in e, atoms 1 to 2: -0.051, -0.198

***

The following is a quantum chemistry calculation of a molecular structure, C37H30N3NiOP2Se, from the OMol25 dataset.

The geometry in ORCA input format:
```
! RIJCOSX wB97M-V def2-TZVPD def2/J DEFGRID3
* xyz 1 1
Ni -0.18 -0.81 -1.10
O 1.83 -1.54 -2.44
C 1.59 -1.16 -1.33
C 2.58 -1.17 -0.21
C 3.95 -1.24 -0.43
C 4.80 -1.19 0.67
C 4.28 -1.07 1.96
C 2.91 -1.02 2.17
C 2.05 -1.08 1.08
P 0.24 -1.07 1.13
C -0.25 -2.69 1.77
C 0.64 -3.73 2.02
C 0.17 -4.98 2.39
C -1.19 -5.21 2.50
C -2.10 -4.19 2.25
C -1.63 -2.94 1.87
C -0.16 0.10 2.46
C 0.11 1.45 2.22
C -0.15 2.40 3.19
C -0.70 2.01 4.41
C -0.97 0.67 4.65
C -0.70 -0.28 3.68
H 4.33 -1.32 -1.43
H 5.87 -1.22 0.53
H 4.95 -1.02 2.80
H 2.51 -0.93 3.18
H 1.70 -3.56 1.94
H 0.87 -5.78 2.59
H -1.56 -6.19 2.79
H -3.16 -4.36 2.33
H -2.34 -2.14 1.67
H 0.52 1.77 1.27
H 0.06 3.44 3.00
H -0.90 2.75 5.17
H -1.39 0.36 5.60
H -0.91 -1.32 3.88
C -0.52 1.14 -3.88
P 0.09 1.20 -2.16
C -0.91 2.52 -1.40
C -1.72 2.22 -0.31
C -2.50 3.21 0.27
C -2.47 4.50 -0.23
C -1.64 4.81 -1.31
C -0.87 3.82 -1.89
C 1.73 1.96 -2.30
C 2.51 2.06 -1.14
C 3.76 2.65 -1.18
C 4.25 3.15 -2.38
C 3.49 3.06 -3.53
C 2.24 2.47 -3.49
H -0.64 2.13 -4.32
H -1.49 0.64 -3.88
H 0.17 0.55 -4.48
H -1.72 1.22 0.11
H -3.12 2.97 1.13
H -3.07 5.28 0.23
H -1.60 5.82 -1.69
H -0.22 4.07 -2.72
H 2.14 1.66 -0.20
H 4.35 2.72 -0.27
H 5.23 3.61 -2.41
H 3.87 3.45 -4.46
H 1.66 2.40 -4.40
Se -1.39 -4.80 -1.31
N -3.15 -4.58 -1.43
C -3.38 -3.28 -1.46
C -4.64 -2.63 -1.58
C -4.64 -1.27 -1.62
C -3.42 -0.53 -1.51
N -2.24 -1.08 -1.40
C -2.21 -2.46 -1.40
N -1.04 -3.06 -1.33
H -5.55 -3.22 -1.64
H -5.56 -0.71 -1.71
H -3.46 0.55 -1.52
*
```

Computed properties:
LUMO (alpha / beta): -4.03 / -4.03 eV
HOMO level (alpha / beta): -10.37 / -10.37 eV
E_tot: -6259.7342 Ha
HOMO-LUMO gap (alpha / beta): 6.348 / 6.349 eV

Löwdin population analysis, charges in e, atoms 1 to 2: 0.076, 0.079

***

The following is a quantum chemistry calculation of 11 unconnected molecules or ions with the total composition H22O11, from the OMol25 dataset.

The geometry in ORCA input format:
```
! RIJCOSX wB97M-V def2-TZVPD def2/J DEFGRID3
* xyz 0 1
H -0.45 0.19 -0.06
H -1.86 0.75 -0.09
H 2.41 1.87 -1.94
H 3.16 3.18 -2.10
H -2.27 -1.78 -1.91
H -2.42 -2.19 -0.45
H -0.70 1.14 3.32
H 0.64 0.85 2.66
H -4.86 -2.42 0.71
H -4.41 -1.42 -0.34
H -2.47 1.43 -1.92
H -2.30 2.82 -1.35
H 1.16 -0.29 -0.71
H -0.02 -0.17 -1.66
H 4.23 -1.04 0.74
H 3.13 -0.03 1.05
H 2.91 -2.59 1.38
H 1.63 -2.11 2.04
H -2.58 2.40 2.49
H -2.66 2.94 1.07
H 3.37 -1.84 -0.60
H 4.29 -1.84 -1.81
O -0.94 1.02 -0.11
O 2.60 2.56 -2.58
O -2.93 -1.87 -1.21
O 0.24 1.37 3.36
O -4.81 -2.29 -0.24
O -1.81 2.03 -1.58
O 0.45 -0.81 -1.11
O 3.75 -0.63 1.48
O 2.00 -2.32 1.18
O -2.13 2.37 1.64
O 3.66 -1.28 -1.33
*
```

Computed properties:
LUMO: -0.08 eV
SMILES: O.O.O.O.O.O.O.O.O.O.O
HOMO level: -9.25 eV
E_tot: -840.6680 Ha
HOMO-LUMO gap: 9.171 eV

Löwdin population analysis, charges in e, atoms 1 to 2: -0.012, 0.036

***

The following is a quantum chemistry calculation of C4H6FN in the gas phase, from the OMol25 dataset.

The geometry in ORCA input format:
```
! RIJCOSX wB97M-V def2-TZVPD def2/J DEFGRID3
* xyz 0 1
C -0.24 0.24 0.30
C 1.25 0.53 -1.39
C 0.43 0.28 1.44
C -1.46 -0.61 0.05
N 0.22 0.99 -0.81
F 0.24 -0.44 2.58
H 1.66 0.93 -2.32
H 1.72 -0.30 -1.02
H 1.36 0.86 1.57
H -1.39 -0.90 -1.01
H -2.34 -0.06 0.04
H -1.44 -1.52 0.56
*
```

Computed properties:
LUMO: 1.04 eV
SMILES: C=N/C(C)=C/F
HOMO level: -9.02 eV
E_tot: -310.5648 Ha
HOMO-LUMO gap: 10.066 eV

Löwdin population analysis, charges in e, atoms 1 to 2: -0.353, -0.019